(1)
Here is the molecule C3H4P2 from OMol25. Energies are from ωB97M-V with the def2-TZVPD basis set.

Last column: Mulliken charge in e.
Element x y z (Å)
1 C 0.463 -0.652 -0.894  -0.35
2 C -0.319 -0.891 0.384  -0.34
3 C -0.396 0.567 0.155  -0.01
4 P -0.626 0.767 -1.596  -0.01
5 P 0.669 0.013 1.605  -0.07
6 H 1.466 -0.388 -0.642  0.26
7 H -1.004 -1.596 0.640  0.46
8 H 0.239 1.860 -2.024  0.03
9 H -0.492 0.320 2.373  0.03

Cartesian forces (eV/Å) of the 2 atoms listed first:
-1.61 1.80 0.92
1.31 1.71 -1.21

* LUMO: 0.505 eV
* relative energy (zero: lowest compared OMol25 entry of this formula, charge and spin): 310.7 kJ/mol
* SMILES: P1[C@@H]2[C@H]3PC123
* HOMO: -8.35 eV

=====

(2)
Here is a cluster of 8 separate species, C44H36BBrClO31PSi in total from OMol25. Energies are from ωB97M-V with the def2-TZVPD basis set.

Last column: Mulliken charge in e.
Element x y z (Å)
1 C -3.596 2.196 -1.230  -0.69
2 C -4.275 2.922 -2.405  -0.28
3 O -3.762 4.244 -2.647  -0.21
4 B -4.176 5.187 -1.717  0.36
5 O -5.177 4.874 -0.745  -0.40
6 Si -3.430 7.019 -1.600  0.24
7 Br -3.121 7.393 0.647  -0.31
8 P -1.450 7.224 -2.594  0.36
9 O -1.406 6.244 -3.977  -0.36
10 Cl -1.504 9.182 -3.399  -0.31
11 H -3.557 2.768 -0.296  0.24
12 H -4.174 1.282 -1.012  0.31
13 H -2.604 1.853 -1.550  0.14
14 H -4.033 2.345 -3.311  0.38
15 H -5.371 2.908 -2.346  0.25
16 H -4.671 4.733 0.056  0.27
17 H -4.414 8.038 -2.020  -0.14
18 H -1.758 6.785 -4.687  0.26
19 C 1.019 2.578 -0.510  -0.63
20 C 0.735 3.621 -1.292  0.02
21 C 1.787 4.587 -1.723  1.18
22 O 1.472 5.505 -2.452  -0.52
23 C 3.152 4.380 -1.240  -1.37
24 C 3.435 3.338 -0.456  0.35
25 C 2.388 2.356 -0.048  0.89
26 O 2.702 1.413 0.654  -0.62
27 O 4.677 3.115 0.008  -0.60
28 O -0.511 3.857 -1.735  0.02
29 H 0.265 1.870 -0.195  0.50
30 H 3.901 5.097 -1.545  0.59
31 H 4.609 2.306 0.543  0.35
32 H -0.442 4.662 -2.279  -0.18
33 C -8.221 0.027 2.231  -0.98
34 C -7.590 0.630 1.221  0.28
35 C -6.518 -0.059 0.443  1.11
36 O -5.988 0.528 -0.481  -0.58
37 C -6.150 -1.419 0.833  -1.04
38 C -6.779 -2.019 1.846  0.13
39 C -7.869 -1.341 2.607  0.91
40 O -8.420 -1.941 3.508  -0.62
41 O -6.463 -3.264 2.231  -0.46
42 O -7.885 1.886 0.851  -0.58
43 H -8.999 0.515 2.800  0.44
44 H -5.360 -1.904 0.274  0.68
45 H -7.057 -3.468 2.974  0.33
46 H -7.294 2.086 0.105  0.30
47 C -1.543 -6.830 0.608  -0.90
48 C -2.032 -5.798 -0.084  0.23
49 C -3.166 -4.975 0.431  1.10
50 O -3.562 -4.033 -0.229  -0.62
51 C -3.755 -5.346 1.716  -0.88
52 C -3.269 -6.379 2.407  0.36
53 C -2.118 -7.185 1.904  0.88
54 O -1.699 -8.106 2.578  -0.67
55 O -3.787 -6.747 3.588  -0.58
56 O -1.530 -5.444 -1.276  -0.59
57 H -0.720 -7.431 0.246  0.51
58 H -4.587 -4.753 2.070  0.50
59 H -3.258 -7.510 3.876  0.35
60 H -2.054 -4.675 -1.559  0.35
61 C 7.832 6.624 -5.314  -0.86
62 C 7.288 6.086 -4.221  0.21
63 C 5.855 6.309 -3.868  0.89
64 O 5.403 5.781 -2.871  -0.53
65 C 5.055 7.163 -4.743  -1.07
66 C 5.600 7.704 -5.835  0.49
67 C 7.026 7.460 -6.203  0.90
68 O 7.468 7.961 -7.217  -0.61
69 O 4.897 8.493 -6.659  -0.56
70 O 7.997 5.316 -3.382  -0.58
71 H 8.868 6.468 -5.582  0.42
72 H 4.022 7.330 -4.467  0.56
73 H 5.517 8.748 -7.363  0.35
74 H 7.376 5.054 -2.681  0.34
75 C 3.714 -5.070 3.026  -0.66
76 C 2.727 -4.922 3.911  0.24
77 C 1.577 -5.870 3.970  1.06
78 O 0.714 -5.699 4.809  -0.65
79 C 1.541 -6.968 3.005  -1.01
80 C 2.525 -7.115 2.117  0.23
81 C 3.689 -6.182 2.075  0.87
82 O 4.569 -6.369 1.258  -0.62
83 O 2.523 -8.108 1.214  -0.58
84 O 2.714 -3.911 4.801  -0.71
85 H 4.553 -4.390 2.976  0.48
86 H 0.693 -7.639 3.047  0.59
87 H 3.338 -7.991 0.699  0.35
88 H 1.899 -4.027 5.325  0.32
89 C 0.196 1.188 -7.306  -0.97
90 C 0.643 0.996 -6.063  0.30
91 C 0.140 1.806 -4.914  0.88
92 O 0.566 1.579 -3.798  -0.60
93 C -0.849 2.849 -5.187  -0.56
94 C -1.292 3.043 -6.431  0.19
95 C -0.809 2.216 -7.575  0.83
96 O -1.258 2.421 -8.686  -0.62
97 O -2.197 3.991 -6.722  -0.56
98 O 1.566 0.065 -5.778  -0.59
99 H 0.552 0.607 -8.144  0.43
100 H -1.194 3.441 -4.350  0.59
101 H -2.345 3.920 -7.679  0.35
102 H 1.711 0.130 -4.819  0.35
103 C 4.588 -6.501 8.349  -0.83
104 C 4.053 -5.475 7.680  0.42
105 C 2.892 -4.706 8.233  0.99
106 O 2.441 -3.766 7.609  -0.63
107 C 2.338 -5.127 9.519  -1.07
108 C 2.875 -6.155 10.180  0.37
109 C 4.047 -6.905 9.644  0.98
110 O 4.509 -7.822 10.295  -0.61
111 O 2.391 -6.568 11.360  -0.57
112 O 4.541 -5.096 6.485  -0.57
113 H 5.427 -7.064 7.964  0.43
114 H 1.490 -4.576 9.900  0.42
115 H 2.953 -7.317 11.621  0.35
116 H 4.007 -4.332 6.168  0.38

Cartesian forces (eV/Å) of the 2 atoms listed first:
-0.28 -0.50 -0.46
0.17 -1.27 -0.51

* LUMO: -1.728 eV
* SMILES: CCOB(O)[Si@@H](Br)P(O)Cl.O=C1C=C(O)C(=O)C=C1O.O=C1C=C(O)C(=O)C=C1O.O=C1C=C(O)C(=O)C=C1O.O=C1C=C(O)C(=O)C=C1O.O=C1C=C(O)C(=O)C=C1O.O=C1C=C(O)C(=O)C=C1O.O=C1C=C(O)C(=O)C=C1O
* HOMO: -8.89 eV

=====

(3)
Here is the molecule C5H10N2O2 from OMol25. Energies are from ωB97M-V with the def2-TZVPD basis set.

Last column: Mulliken charge in e.
Element x y z (Å)
1 C 0.075 0.791 0.662  0.77
2 N 1.880 0.383 -1.093  -0.84
3 C 1.035 -0.249 -0.072  0.22
4 O 0.689 0.988 1.925  -0.57
5 O 0.153 2.038 -0.020  -0.59
6 H 0.441 1.790 -0.923  0.41
7 H -0.082 0.979 2.518  0.35
8 H 2.565 -0.301 -1.414  0.26
9 H 2.393 1.152 -0.652  0.23
10 H 1.653 -0.798 0.646  0.35
11 C 0.019 -1.232 -0.738  -0.45
12 C -2.318 0.921 0.217  -0.29
13 C -0.302 -2.426 -0.217  -0.75
14 N -1.400 0.438 0.955  -0.55
15 H -0.374 -0.950 -1.711  0.37
16 H -2.260 1.872 -0.345  0.24
17 H -3.330 0.478 0.278  0.28
18 H -0.876 -3.150 -0.786  0.28
19 H 0.039 -2.725 0.770  0.26

Cartesian forces (eV/Å) of the 2 atoms listed first:
0.65 2.31 1.00
-0.16 0.37 0.44

* LUMO: 0.799 eV
* relative energy (zero: lowest compared OMol25 entry of this formula, charge and spin): 324.0 kJ/mol
* SMILES: C=C[C@@H](N)C(O)(O)N=C
* HOMO: -9.39 eV

=====

(4)
Here is a structure of composition C18H24N7O7RuS2 from OMol25. Energies are from ωB97M-V with the def2-TZVPD basis set.

Last column: Mulliken charge in e.
Element x y z (Å)
1 Ru 0.100 0.743 0.935  0.58
2 O 0.203 -1.751 1.046  -0.33
3 C 0.747 -2.131 2.303  -0.67
4 C 0.033 -1.397 3.402  -1.12
5 N 0.149 0.060 3.222  1.14
6 C -1.059 0.747 3.680  -0.92
7 C -2.148 0.597 2.642  0.61
8 O -3.275 0.966 2.895  -0.71
9 O -1.767 0.053 1.506  -0.61
10 C 1.353 0.589 3.855  -0.65
11 C 1.694 1.942 3.276  0.14
12 O 2.393 2.701 3.923  -0.74
13 O 1.219 2.155 2.094  -0.59
14 H -0.765 -1.728 1.120  0.41
15 H 1.805 -1.868 2.268  0.31
16 H 0.670 -3.209 2.459  0.41
17 H 0.431 -1.696 4.377  0.39
18 H -1.024 -1.667 3.380  0.44
19 H -0.863 1.813 3.802  0.36
20 H -1.409 0.357 4.641  0.34
21 H 2.188 -0.085 3.655  0.41
22 H 1.241 0.689 4.938  0.33
23 N 0.875 -4.353 -5.784  -0.53
24 C 0.645 -3.265 -4.964  1.11
25 C 1.384 -2.090 -5.126  -0.79
26 C 1.113 -0.979 -4.353  -0.34
27 C 0.100 -1.031 -3.401  -0.39
28 C -0.642 -2.196 -3.227  -0.33
29 C -0.369 -3.305 -4.001  -0.83
30 S -0.287 0.392 -2.463  1.21
31 O -1.677 0.253 -2.094  -0.99
32 O 0.136 1.552 -3.187  -0.74
33 N 0.518 0.210 -1.056  0.19
34 C 1.876 0.294 -0.968  0.26
35 N 2.229 0.399 0.321  0.41
36 C 3.517 0.543 0.608  0.11
37 C 4.469 0.532 -0.388  -0.92
38 C 3.999 0.389 -1.689  -0.28
39 N 2.713 0.267 -2.000  -0.37
40 H 1.748 -4.397 -6.279  0.21
41 H 0.490 -5.240 -5.511  0.21
42 H 2.163 -2.051 -5.878  0.28
43 H 1.674 -0.065 -4.476  0.46
44 H -1.435 -2.217 -2.492  0.45
45 H -0.953 -4.211 -3.879  0.27
46 H 3.777 0.665 1.654  0.38
47 H 5.519 0.640 -0.167  0.40
48 H 4.690 0.382 -2.526  0.42
49 C -4.786 3.353 1.372  -1.04
50 N -3.343 3.413 1.245  -0.05
51 C -2.644 2.639 0.429  0.39
52 N -3.268 1.873 -0.437  -0.14
53 S -0.905 2.845 0.466  -0.37
54 H -5.078 3.923 2.248  0.34
55 H -5.102 2.320 1.527  0.34
56 H -5.276 3.777 0.494  0.33
57 H -2.808 3.894 1.948  0.27
58 H -4.260 1.724 -0.363  0.29
59 H -2.719 1.243 -1.021  0.25

Cartesian forces (eV/Å) of the 2 atoms listed first:
0.96 -1.16 0.68
0.32 -0.06 -0.10

* LUMO (spin up / spin down): -0.353 / -0.089 eV
* relative energy (zero: lowest compared OMol25 entry of this formula, charge and spin): 0.0 kJ/mol
* HOMO (spin up / spin down): -7.82 / -8.00 eV
* 2S+1: 2

=====

(5)
Here is the molecule C14H20N2O from OMol25. Energies are from ωB97M-V with the def2-TZVPD basis set.

Last column: Mulliken charge in e.
Element x y z (Å)
1 C -0.278 -3.665 0.070  -1.39
2 C 0.497 -2.382 0.055  0.79
3 C 1.777 -2.312 -0.475  -1.16
4 C 2.471 -1.117 -0.484  -0.24
5 C 1.916 0.050 0.024  0.67
6 C 0.625 -0.022 0.549  0.06
7 C -0.068 -1.223 0.567  -0.38
8 H -1.061 -1.248 0.989  0.58
9 O 0.032 1.115 1.092  -0.57
10 C -0.807 1.807 0.187  -0.32
11 C -2.093 1.091 -0.089  0.40
12 N -2.546 0.865 -1.256  -0.71
13 C -3.811 0.169 -1.116  -0.46
14 H -3.717 -0.821 -1.570  0.27
15 H -4.586 0.717 -1.657  0.30
16 C -4.087 0.086 0.409  -0.49
17 N -2.843 0.601 0.945  -0.12
18 H -2.752 0.926 1.891  0.22
19 H -4.943 0.703 0.709  0.30
20 H -4.260 -0.940 0.746  0.25
21 H -0.303 1.989 -0.770  0.10
22 H -1.021 2.768 0.668  0.39
23 C 2.679 1.352 0.014  0.28
24 C 3.978 1.228 0.814  -1.55
25 H 4.651 0.509 0.355  0.30
26 H 3.766 0.901 1.829  0.39
27 H 4.483 2.191 0.858  0.43
28 C 2.966 1.801 -1.420  -1.43
29 H 2.043 1.877 -1.991  0.36
30 H 3.619 1.092 -1.923  0.31
31 H 3.453 2.775 -1.419  0.42
32 H 2.056 2.110 0.500  0.36
33 H 3.468 -1.093 -0.899  0.33
34 H 2.237 -3.201 -0.883  0.30
35 H -0.653 -3.874 1.071  0.35
36 H 0.341 -4.498 -0.253  0.35
37 H -1.135 -3.592 -0.599  0.28

Cartesian forces (eV/Å) of the 2 atoms listed first:
-0.03 0.04 -0.01
0.07 0.08 0.00

* LUMO: 0.844 eV
* relative energy (zero: lowest compared OMol25 entry of this formula, charge and spin): 106.9 kJ/mol
* SMILES: Cc1ccc(C(C)C)c(OCC2=NCCN2)c1
* HOMO: -8.51 eV

=====

(6)
Here is a cluster of 2 separate species, C5H11O2 in total from OMol25. Energies are from ωB97M-V with the def2-TZVPD basis set.

Last column: Mulliken charge in e.
Element x y z (Å)
1 C 0.416 2.221 1.125  -0.28
2 C 0.569 2.848 2.479  -0.97
3 C 1.668 1.158 1.199  -1.30
4 H 0.400 3.011 0.332  0.26
5 H -0.501 1.809 0.990  0.33
6 H -0.476 2.813 3.021  0.24
7 H 1.321 2.436 3.087  0.33
8 H 1.785 0.577 0.262  0.27
9 H 0.741 3.983 2.538  0.25
10 H 1.205 0.321 1.688  0.32
11 H 2.467 1.673 1.551  0.51
12 C 0.569 -2.084 -1.294  -0.98
13 C -1.045 -1.630 -1.394  0.56
14 O -1.474 -1.862 -0.277  -0.63
15 O -1.355 -1.262 -2.510  -0.65
16 H 0.814 -2.220 -2.383  0.20
17 H 0.642 -2.977 -0.781  0.35
18 H 1.174 -1.519 -0.692  0.20

Cartesian forces (eV/Å) of the 2 atoms listed first:
4.51 1.00 -0.25
-3.94 3.40 1.54

* LUMO: 3.476 eV
* relative energy (zero: lowest compared OMol25 entry of this formula, charge and spin): 238.8 kJ/mol
* total charge: -1
* HOMO: -3.10 eV

=====

| no. | electronic energy (a.u.) |
| --- | --- |
| 1 | -799.22443 |
| 2 | -7720.75042 |
| 3 | -456.43081 |
| 4 | -2501.60352 |
| 5 | -730.21223 |
| 6 | -347.55872 |